one.
{"formula": "C6H13N3", "method": "ωB97M-V/def2-TZVPD", "charge": 0, "e_lumo_ev": 0.89, "smiles": "CN1CN=C[C@H]1CCN", "mol_weight_da": 127.2, "symbols": ["N", "N", "N", "C", "C", "C", "C", "C", "C", "H", "H", "H", "H", "H", "H", "H", "H", "H", "H", "H", "H", "H"], "coordinates": [[2.96224, 0.08601, 1.75623], [-0.83961, 0.92365, -2.07822], [-1.30488, -0.02133, 0.09922], [0.13756, 0.25426, -1.62251], [-0.11919, -0.63402, -0.45010], [1.90900, 0.55472, 0.80410], [-2.32048, -1.01385, 0.85311], [1.10606, -0.77826, 0.63714], [-1.77352, 0.89350, -0.97491], [-2.49066, 0.49197, -1.63570], [0.99960, -1.11534, 1.73328], [-0.46080, -1.60637, -1.01269], [1.68259, -1.42779, 0.06486], [2.59835, 1.14562, 0.00168], [-1.64655, -1.62182, 1.64536], [0.91470, 0.10317, -2.33118], [2.42295, -0.71459, 2.33201], [3.10478, 0.79839, 2.45860], [-1.99969, 1.94918, -0.59242], [-2.85007, -0.35338, 1.83728], [1.33295, 1.38678, 1.33897], [-2.96891, -1.61232, 0.23836]], "mulliken_charge": [-0.6501, -0.5110, -0.0414, -0.5461, 0.2347, -0.1985, -0.8851, -0.7284, -0.4816, 0.3509, 0.2524, 0.3041, 0.2834, 0.2132, 0.2482, 0.4615, 0.2615, 0.2501, 0.2897, 0.2828, 0.2538, 0.3558]}

two.
{"formula": "C6H13N3", "method": "ωB97M-V/def2-TZVPD", "charge": 0, "e_lumo_ev": 0.14, "smiles": "[H]/N=C(\\C)C#N.CC(C)N", "mol_weight_da": 127.2, "symbols": ["N", "N", "N", "C", "C", "C", "C", "C", "C", "H", "H", "H", "H", "H", "H", "H", "H", "H", "H", "H", "H", "H"], "coordinates": [[-0.57556, -2.28668, -2.37157], [1.00710, 0.44832, 1.86984], [-1.91390, 0.62907, -1.34039], [-2.35731, -1.13571, 0.37414], [0.76981, 1.73770, -0.17546], [1.00585, 0.36782, 0.42485], [2.23764, -0.31673, -0.16734], [-1.09781, -1.50469, -1.71959], [-1.73103, -0.54191, -0.86184], [-1.70023, -1.88531, 0.82083], [-2.56297, -0.35041, 1.10226], [-2.46659, 1.23692, -0.74340], [3.13288, 0.26996, 0.03343], [1.65823, 2.36697, -0.07693], [1.24197, -0.44297, 2.29314], [2.37249, -1.30735, 0.26522], [0.10712, -0.26443, 0.13262], [2.12517, -0.42916, -1.24225], [1.63106, 1.18076, 2.19751], [-0.06252, 2.23755, 0.31287], [-3.29599, -1.62740, 0.10192], [0.47461, 1.61770, -1.22985]], "mulliken_charge": [-0.4343, -0.6737, -0.6262, -1.1842, -1.4965, 1.9043, -1.5581, 0.2885, 0.6744, 0.3027, 0.3671, 0.2782, 0.3793, 0.4064, 0.2497, 0.3404, -0.9769, 0.3959, 0.2445, 0.3842, 0.3519, 0.3823]}

three.
{"formula": "C6H13N3", "method": "ωB97M-V/def2-TZVPD", "charge": 0, "e_lumo_ev": 0.80, "smiles": "CC1(C)[C@H]2C(N)(N)[C@@]21N", "mol_weight_da": 127.2, "symbols": ["N", "N", "N", "C", "C", "C", "C", "C", "C", "H", "H", "H", "H", "H", "H", "H", "H", "H", "H", "H", "H", "H"], "coordinates": [[2.17543, -1.11810, -0.50572], [0.00552, 1.90027, -0.66342], [2.54675, 1.05809, 0.39675], [-1.24376, -1.67167, -0.52163], [0.16332, 0.47978, -0.35129], [0.36926, -0.07660, 1.02390], [1.56586, 0.02574, 0.13085], [-2.28050, 0.40009, 0.50094], [-1.02537, -0.30287, 0.06133], [-0.30792, 2.42046, 0.15083], [0.36271, -1.00603, 1.58132], [3.18974, -1.06171, -0.44105], [-0.30296, -2.13276, -0.82861], [2.05916, 1.89432, 0.71421], [-2.85435, 0.74477, -0.36640], [2.93782, 1.33770, -0.50202], [-1.90342, -1.59944, -1.39435], [-2.06474, 1.26823, 1.13020], [-2.92088, -0.28242, 1.06803], [-1.73730, -2.32159, 0.20829], [-0.69787, 2.02089, -1.38680], [1.96351, -1.97717, -0.00537]], "mulliken_charge": [-0.6597, -0.6935, -0.7461, -1.3728, -0.0674, -1.5181, 0.9855, -1.6077, 1.2406, 0.2871, 0.4882, 0.2736, 0.3274, 0.3315, 0.3318, 0.2894, 0.3602, 0.3907, 0.4187, 0.3521, 0.3254, 0.2631]}

four.
{"formula": "C6H13N3", "method": "ωB97M-V/def2-TZVPD", "charge": 0, "e_lumo_ev": 0.79, "smiles": "C/C=N/N(C)C[C@H]1CN1", "mol_weight_da": 127.2, "symbols": ["N", "N", "N", "C", "C", "C", "C", "C", "C", "H", "H", "H", "H", "H", "H", "H", "H", "H", "H", "H", "H", "H"], "coordinates": [[0.38666, -0.45142, -0.66699], [-0.15347, -0.57481, 0.55555], [-0.70055, 2.04305, -0.45817], [-0.63827, 2.21916, 1.04927], [-1.52703, -0.18736, 0.57395], [1.46163, -1.21372, -0.81611], [2.12867, -1.03881, -2.12459], [0.29666, -1.65621, 1.40135], [-1.65211, 1.38752, 0.35164], [-0.49010, -1.84913, 2.17007], [0.06439, 1.38081, -0.71976], [3.14015, -0.73881, -1.88626], [1.34379, -1.23500, 2.00361], [-2.64829, 1.73912, 0.21221], [0.48980, -2.75318, 0.84561], [-0.81653, 3.17293, 1.38562], [-1.92784, -0.41805, 1.58704], [2.05968, -1.95532, -2.79526], [0.06915, 1.62630, 1.63823], [-1.91202, -0.80807, -0.20454], [1.67374, -0.29680, -2.71534], [1.80835, -2.04590, -0.14703]], "mulliken_charge": [-0.7021, 0.7011, -0.6823, -0.5271, -0.6004, 0.0505, -1.1186, -1.0571, -0.0658, 0.3053, 0.4821, 0.2830, 0.3027, 0.3969, 0.2548, 0.3261, 0.2848, 0.2601, 0.1429, 0.3611, 0.3383, 0.2636]}

two ends up most stable, edging out the next structure by 0.1182 hartree.

one.
{"formula": "H26O13", "method": "ωB97M-V/def2-TZVPD", "charge": 0, "e_lumo_ev": -0.72, "mol_weight_da": 234.2, "symbols": ["O", "O", "O", "O", "O", "O", "O", "O", "O", "O", "O", "O", "O", "H", "H", "H", "H", "H", "H", "H", "H", "H", "H", "H", "H", "H", "H", "H", "H", "H", "H", "H", "H", "H", "H", "H", "H", "H", "H"], "coordinates": [[3.58402, -0.25254, -1.80525], [2.44916, -2.52167, -0.31971], [0.63414, -1.08374, 3.62272], [1.48636, 2.88884, -0.03058], [4.86035, 1.68521, -0.89417], [-3.03569, 4.65346, 1.65939], [-5.73389, -0.40117, 0.23889], [-1.64918, -4.08432, -0.41272], [2.58348, -1.11869, 3.18353], [-2.20791, -3.07960, -3.38349], [-2.31884, -0.00334, 2.05599], [-0.27253, 0.09727, -0.65934], [-1.10070, 3.07149, -3.48654], [-2.47900, 0.69811, 1.41467], [1.50807, 3.21337, -0.93788], [2.13984, -2.99481, 0.46096], [2.50497, -1.42733, 2.27383], [2.05232, 3.50225, 0.45150], [-5.25932, 0.03135, -0.47993], [3.02172, 0.05405, -2.52553], [1.04868, -1.95388, 3.62411], [4.74173, 2.30169, -1.62552], [-2.17339, -3.27608, -0.44344], [3.06519, -0.07776, -1.01200], [-5.09796, -0.41816, 0.96296], [0.54387, -0.86847, 2.68757], [-1.41657, -0.28792, 1.87186], [-2.23174, -2.43484, -2.66745], [-0.84697, 0.83803, -0.43508], [4.03587, 1.18649, -0.87179], [2.65932, -1.92875, 3.70029], [-1.14424, 2.30498, -4.06924], [0.58743, 0.35221, -0.30655], [3.38209, -2.75580, -0.38150], [-1.61536, -4.30641, 0.52458], [-2.17462, -3.93045, -2.93189], [-2.67365, 5.54546, 1.70679], [-1.17713, 2.69782, -2.60138], [-2.27992, 4.08364, 1.84134]], "mulliken_charge": [-0.6156, -0.5776, -0.5599, -0.6040, -0.6102, -0.6246, -0.6327, -0.5982, -0.6720, -0.6149, -0.5559, -0.5637, -0.6316, 0.2851, 0.3160, 0.2657, 0.3418, 0.3040, 0.3044, 0.3378, 0.3138, 0.2800, 0.2905, 0.3238, 0.3289, 0.2489, 0.3053, 0.2877, 0.2400, 0.2744, 0.3232, 0.3293, 0.2731, 0.3243, 0.2924, 0.3384, 0.3210, 0.3066, 0.3046]}

two.
{"formula": "H26O13", "method": "ωB97M-V/def2-TZVPD", "charge": 0, "e_lumo_ev": -0.31, "mol_weight_da": 234.2, "symbols": ["O", "O", "O", "O", "O", "O", "O", "O", "O", "O", "O", "O", "O", "H", "H", "H", "H", "H", "H", "H", "H", "H", "H", "H", "H", "H", "H", "H", "H", "H", "H", "H", "H", "H", "H", "H", "H", "H", "H"], "coordinates": [[0.37244, -4.47215, 0.54223], [-1.88005, -0.56372, -2.20437], [1.35745, 0.54752, 2.47423], [0.78983, 2.04227, -1.90248], [3.05016, -3.21185, -0.24485], [1.97148, -0.28256, -1.55818], [-0.34296, -0.14887, -0.06608], [-2.67767, -1.15177, 3.47032], [2.76083, 2.16459, -0.22274], [0.84877, 4.27581, 2.15392], [-1.52102, 2.76467, -0.98355], [-2.80441, -4.90590, -1.57502], [-2.54963, 1.95042, 1.18394], [2.20059, 0.84036, 2.00619], [-2.33392, -0.43474, 2.92771], [-2.03257, 2.09057, 0.37864], [-0.12200, -0.12365, 0.86740], [2.09855, 2.30514, 0.44792], [-1.83243, 2.45837, -1.84646], [-2.05842, -1.08639, -3.06029], [1.59757, 0.66494, 3.41374], [3.58212, -3.22807, -1.08231], [-2.63250, 1.01356, 1.20398], [3.57115, 2.27990, 0.40832], [-2.78576, -0.34679, -1.95459], [1.42185, 0.34749, -2.01686], [-1.95489, -4.69501, -1.26452], [-1.08414, 3.55068, -1.25889], [-3.27436, -4.07643, -1.93924], [1.25336, -3.92778, 0.63122], [2.51314, 0.23798, -0.88887], [2.25009, -2.95372, -0.56326], [-0.80626, -1.03984, -0.21747], [0.61931, 4.12190, 1.26657], [1.56261, 4.92265, 2.06148], [0.09473, 1.45033, -2.13140], [-2.24419, -1.95460, 3.14196], [1.20334, 2.52600, -2.69858], [-0.18217, -3.95131, 1.10022]], "mulliken_charge": [-0.6057, -0.5668, -0.5674, -0.5886, -0.6272, -0.6276, -0.3463, -0.6275, -0.6131, -0.6001, -0.6134, -0.6369, -0.6493, 0.2837, 0.3212, 0.4246, 0.1576, 0.2660, 0.2706, 0.2881, 0.2834, 0.3203, 0.2589, 0.2973, 0.2981, 0.2846, 0.3244, 0.2744, 0.3078, 0.3287, 0.3664, 0.2768, 0.2519, 0.2728, 0.3223, 0.3230, 0.3069, 0.2550, 0.3049]}

three.
{"formula": "H26O13", "method": "ωB97M-V/def2-TZVPD", "charge": 0, "e_lumo_ev": -0.24, "mol_weight_da": 234.2, "symbols": ["O", "O", "O", "O", "O", "O", "O", "O", "O", "O", "O", "O", "O", "H", "H", "H", "H", "H", "H", "H", "H", "H", "H", "H", "H", "H", "H", "H", "H", "H", "H", "H", "H", "H", "H", "H", "H", "H", "H"], "coordinates": [[42.88800, 0.52400, 5.61700], [44.41100, -0.53400, 1.88000], [40.38300, 4.33300, 4.78400], [40.58400, 1.53900, 4.69500], [45.63500, 1.51500, 1.62900], [39.87500, 0.52800, 1.37800], [41.74300, -1.51200, 3.52900], [42.47400, 0.13400, 0.47300], [40.44300, 2.74200, 0.94300], [42.50100, 1.59300, 2.58300], [43.31400, 3.59800, 0.61400], [44.11600, -2.11200, 4.00800], [43.88400, 2.96500, 4.31000], [40.04500, 1.78100, 0.96000], [39.70300, 1.34100, 5.05000], [43.47900, 1.26400, 5.38000], [41.43700, -2.03900, 4.30200], [40.25500, 0.31600, 2.20700], [41.27000, 2.33000, 1.43000], [46.53400, 1.66400, 1.24200], [43.28600, 2.70800, 1.02900], [40.96300, 0.91400, 5.23200], [44.13300, 3.59800, 0.17600], [40.61700, 3.42200, 4.62000], [44.16200, -1.52800, 3.41400], [45.33300, 0.59700, 1.55400], [43.17900, 2.68300, 3.90000], [42.67200, 0.68200, 2.23500], [44.43900, -1.64100, 4.83300], [39.40400, 4.43600, 4.38000], [41.91100, 1.58500, 3.36700], [43.60000, -0.27400, 1.23300], [42.69300, -1.53200, 3.56300], [41.50700, 0.36100, 0.64600], [45.08600, -0.89200, 1.18400], [39.35700, -0.23300, 1.22000], [42.38300, 0.34200, -0.49500], [44.74400, 2.73100, 3.84400], [43.47000, -0.12300, 6.05000]], "mulliken_charge": [-0.6152, -0.9499, -0.6783, -0.5617, -0.6028, -0.6013, -0.6014, -0.6549, -0.7773, 0.8871, -0.6309, -0.6035, -0.7391, 0.5029, 0.2774, 0.3327, 0.2731, 0.1933, 0.1558, 0.2526, 0.3576, 0.1643, 0.2824, 0.3545, 0.4302, 0.3831, 0.1819, -0.2759, 0.3136, 0.3173, 0.1591, 0.4147, 0.2537, 0.2029, 0.3654, 0.2942, 0.3736, 0.3444, 0.2245]}

four.
{"formula": "H26O13", "method": "ωB97M-V/def2-TZVPD", "charge": 0, "e_lumo_ev": -0.44, "mol_weight_da": 234.2, "symbols": ["O", "O", "O", "O", "O", "O", "O", "O", "O", "O", "O", "O", "O", "H", "H", "H", "H", "H", "H", "H", "H", "H", "H", "H", "H", "H", "H", "H", "H", "H", "H", "H", "H", "H", "H", "H", "H", "H", "H"], "coordinates": [[-0.09277, -1.03549, 2.78810], [3.00723, 1.57751, -2.94390], [2.09023, -1.99849, -1.32590], [0.13523, -0.00049, 0.09410], [-2.62577, 0.50051, -1.42690], [-2.13177, -1.91749, 0.84510], [1.09923, -0.59049, -3.46790], [-1.08577, 2.43751, 1.50310], [-1.08177, -2.02949, -1.70090], [-1.67377, 0.58151, 4.33010], [2.70923, 0.49651, -0.43890], [-3.03477, 0.52351, 1.60510], [1.81823, 2.63751, 1.19410], [-1.57777, -1.99949, 0.08510], [3.59323, 0.53551, -0.12490], [-2.64677, -0.26749, 1.16210], [-1.93477, 1.15751, -1.48390], [-2.83577, 0.48051, -2.33990], [-1.61877, -1.21849, -1.60590], [-0.00777, -0.18649, 1.03210], [-1.82677, 2.95551, 1.18710], [1.07623, 0.16951, -0.03090], [-0.44177, -1.72049, 2.18810], [-1.36277, -2.42049, -2.54790], [0.56923, -0.88849, -2.74290], [3.00723, 1.27051, -2.03290], [-1.03277, 0.27651, 3.70410], [1.95623, 1.80051, 0.73510], [1.88023, -2.32849, -0.41990], [2.93623, 2.52251, -2.79190], [2.70223, 3.05851, 1.26210], [0.83823, -0.92849, 2.69610], [2.68823, -2.61049, -1.65590], [-2.39677, -0.04749, 4.25210], [0.72523, -0.78849, -4.34990], [2.53223, -0.39949, -0.68590], [-2.30677, 1.07351, 1.88710], [-2.90277, -2.46549, 0.69310], [-0.74577, 1.78651, 0.87310]], "mulliken_charge": [-0.6309, -0.6079, -0.5447, -0.3234, -0.6024, -0.7047, -0.6013, -0.6973, -0.6678, -0.6557, -0.8270, -0.6468, -0.5873, 0.3892, 0.3295, 0.3694, 0.3174, 0.2720, 0.3471, 0.2665, 0.3093, 0.3198, 0.2845, 0.2897, 0.3587, 0.4223, 0.3574, 0.3398, 0.2890, 0.3010, 0.2786, 0.2526, 0.2097, 0.3003, 0.2545, 0.1956, 0.4013, 0.2540, 0.3879]}

four ends up most stable, edging out the next structure by 0.0652 hartree.